{"formula": "C5H10O2", "method": "ωB97M-V/def2-TZVPD", "lumo_ev": 0.9, "charge": 0, "e_homo_ev": -10.06, "orbital_gap_ev": 10.99, "e_tot_ha": -346.949502, "species": ["H", "O", "H", "H", "C", "C", "H", "H", "O", "H", "H", "H", "C", "H", "C", "H", "C"], "coordinates": [[0.952039, -1.671848, -0.894349], [0.559837, -2.368139, -0.347421], [-1.673572, -0.146373, 0.852012], [-0.954819, -2.485707, 0.983234], [-0.949506, -0.509379, 0.111328], [-0.223666, -1.743954, 0.643639], [1.402541, 0.568405, 1.403887], [1.341798, 2.114630, 0.544519], [0.856989, 0.323285, -1.360461], [-0.975168, 1.057588, -2.170379], [0.384318, -1.469869, 1.523038], [0.027148, 1.659781, 1.653323], [0.734694, 1.281234, 0.908494], [-1.508817, -0.801787, -0.785486], [0.009236, 0.614716, -0.236242], [0.229705, 2.336261, -1.613714], [-0.149233, 1.319905, -1.509589]], "atomic_forces_ev_per_a": [[0.0, -0.1, 0.0], [0.2, 0.1, -0.2], [0.1, -0.1, -0.1], [0.1, 0.1, 0.0], [0.0, 0.0, 0.0], [-0.2, 0.1, 0.3], [-0.1, 0.1, -0.1], [-0.1, -0.1, 0.0], [0.2, -0.1, -0.1], [0.1, 0.0, 0.1], [-0.1, -0.1, -0.2], [0.1, 0.0, -0.1], [0.0, 0.0, 0.0], [0.1, 0.1, 0.1], [-0.1, 0.0, 0.2], [0.0, -0.2, 0.0], [-0.2, 0.2, -0.1]], "mulliken_charge": [0.40, -0.54, 0.36, 0.34, -0.89, -0.46, 0.30, 0.39, -0.51, 0.26, 0.26, 0.32, -1.46, 0.30, 1.43, 0.27, -0.78]}



{"formula": "C29H46BrN3P2STc", "method": "ωB97M-V/def2-TZVPD", "lumo_ev": [-14.1, -14.2], "spin_multiplicity": 4, "charge": 4, "e_homo_ev": [-19.37, -19.43], "orbital_gap_ev": [5.25, 5.23], "e_tot_ha": -5030.888131, "species": ["H", "H", "N", "C", "H", "H", "C", "H", "H", "C", "C", "H", "H", "H", "C", "H", "H", "N", "H", "H", "C", "H", "N", "H", "C", "H", "H", "H", "H", "C", "H", "H", "C", "H", "C", "H", "H", "H", "C", "C", "H", "H", "H", "H", "C", "C", "H", "Tc", "H", "H", "C", "H", "S", "C", "C", "C", "C", "H", "H", "H", "C", "C", "H", "H", "Br", "C", "H", "H", "H", "H", "C", "C", "C", "C", "H", "H", "P", "H", "P", "C", "C", "H", "C"], "coordinates": [[4.591748, 6.463209, -1.889549], [2.222308, 0.847278, 4.724113], [-1.189389, -0.775848, 4.593112], [-2.890516, 1.866781, 0.060181], [-2.813806, -4.506066, -1.725898], [0.863726, -1.069714, -2.522502], [-1.436200, 0.905979, 1.892807], [3.201264, -0.212908, -1.873942], [-5.352173, -3.949375, -1.854556], [-2.164100, 3.058471, 0.088474], [-0.786163, -2.938817, -2.949256], [-1.159324, 0.043903, 6.466508], [1.532797, 1.170575, 0.543490], [0.961339, 3.280861, -2.994334], [3.009821, 5.239775, -1.060865], [3.347766, -3.677470, -0.786159], [2.461770, 1.352252, -1.518021], [3.547420, 5.382959, -3.357868], [-2.398739, 3.940825, -0.529331], [0.917951, -3.361285, -0.360563], [-0.669170, 2.125631, 1.835601], [-4.461867, -3.591486, -3.320884], [1.047325, -0.632995, 3.900321], [-0.509079, -4.456565, -4.462293], [-4.565400, -3.319209, -2.269271], [2.398854, 4.335621, -4.759838], [-0.441881, -2.136672, -3.618279], [-4.918134, -2.285950, -2.220478], [3.632398, -0.976438, 1.211814], [-3.279441, -3.537170, -1.509642], [-1.559516, -4.972263, -3.137529], [0.075481, -3.259715, -2.339298], [1.730175, 3.997889, -2.723448], [0.338254, 1.821674, 6.060308], [-1.295004, -4.120175, -3.774169], [-2.173056, -3.858691, -4.381403], [0.188473, 0.451110, -1.968392], [-2.078817, -1.230154, 4.401872], [0.156158, 1.203830, 5.187351], [-2.790608, -0.750873, -2.638010], [3.775228, 0.226436, -0.062233], [1.434709, 0.078359, 1.900231], [-3.883670, 1.818176, -0.418167], [0.018421, 1.889766, 4.345708], [2.914389, -2.682212, -0.905729], [0.185317, 3.773298, 0.442355], [-4.007146, -1.758833, -4.128995], [-1.321282, -0.992148, 0.607570], [-3.610451, -0.058242, -4.467029], [3.214336, 5.477077, -0.022279], [3.309741, 0.011850, 0.895965], [-1.998319, 1.037917, 5.245124], [-0.585658, -2.470635, 2.647754], [1.642992, -2.587122, -0.084689], [-0.975718, 3.073423, 0.871773], [-2.224171, 0.815125, 0.683702], [3.776464, 5.760371, -2.098119], [-3.613112, -0.441878, -1.972818], [1.829083, -2.760010, 0.983068], [3.667198, -1.970760, -0.570149], [2.553819, 4.560609, -3.695196], [1.804743, 0.161371, 0.873793], [-2.045177, 0.058103, -2.557698], [-3.484705, -3.509545, -0.425940], [-3.813466, -1.545192, 0.858037], [-1.114201, 0.422177, 5.439452], [-2.372321, -1.315433, -4.707307], [2.746378, -2.520598, -1.972478], [0.285424, 2.165983, 2.395011], [3.733611, 0.736389, 1.593200], [-0.183702, -1.205118, 3.799237], [2.347824, 0.430288, -2.088744], [1.023254, -0.248168, -1.819742], [-3.215646, -1.002415, -4.077266], [2.425360, 0.696599, -3.143126], [-1.832443, 0.765576, 2.919697], [-2.046055, -2.217343, -1.845718], [1.807560, -1.212116, 3.528022], [0.779531, -0.972149, -0.149711], [1.329465, 0.295920, 4.993916], [1.920571, 4.450064, -1.402698], [1.509199, -0.315575, 5.877917], [1.041681, 4.144032, -0.349077]], "atomic_forces_ev_per_a": [[-0.2, -0.2, -0.2], [0.2, 0.0, 0.1], [1.4, -0.6, -1.9], [-0.2, 0.8, -0.6], [-0.1, 0.3, 0.0], [0.0, 0.2, 0.0], [-0.4, 1.4, -1.1], [-0.2, 0.1, -0.1], [0.1, 0.0, 0.0], [-0.1, -0.3, 0.3], [0.6, 0.2, -0.1], [-0.1, 0.4, 0.0], [-0.1, 0.0, 0.0], [0.1, 0.3, -0.1], [0.1, 0.2, -0.9], [-0.1, 0.0, 0.0], [0.0, 0.0, 0.1], [-2.0, -1.1, 2.7], [-0.2, -0.6, 0.4], [0.1, 0.0, 0.0], [0.5, -0.5, -0.5], [-0.1, 0.0, 0.1], [-1.4, -1.8, -0.5], [-0.2, 0.1, 0.2], [-0.6, -0.1, -0.5], [0.2, 0.1, 0.4], [-0.1, -0.2, 0.2], [0.0, -0.2, 0.1], [0.0, 0.0, 0.1], [0.3, -0.1, 1.0], [0.2, 0.2, -0.3], [-0.3, 0.1, -0.2], [0.5, 0.9, 0.4], [0.0, 0.2, 0.1], [-0.3, -0.4, -0.3], [0.3, -0.1, 0.2], [0.1, 0.0, -0.1], [0.1, 0.1, 0.3], [-0.4, 0.4, 0.2], [0.2, 0.1, 0.7], [0.0, -0.1, 0.2], [0.0, 0.1, -0.3], [0.8, -0.4, -0.2], [0.1, -0.2, 0.1], [0.4, -0.1, -0.2], [0.9, 1.5, -2.0], [0.3, 0.4, -0.1], [-5.0, -0.9, 1.0], [0.0, -0.2, -0.1], [0.1, 0.3, -0.3], [0.6, 0.1, 0.0], [0.0, -0.2, 0.2], [0.0, 1.4, -1.3], [-0.5, -0.1, 0.3], [1.7, -0.6, 0.6], [-0.3, -1.4, 2.5], [1.5, 0.9, -0.6], [0.1, -0.2, -0.4], [0.1, 0.0, -0.2], [-0.1, -0.2, -0.1], [0.3, -0.1, -1.6], [-0.6, 0.3, 0.4], [-0.1, -0.2, -0.2], [0.2, -0.3, -0.8], [0.8, 0.9, 0.4], [-0.3, -0.4, 0.7], [-0.3, 0.1, 0.1], [0.0, -0.1, 0.1], [-1.0, 0.5, 0.0], [-0.1, 0.0, 0.1], [-0.2, 1.4, 1.5], [0.5, 0.2, -0.2], [-0.9, -0.4, -0.2], [-0.2, 0.1, -0.3], [-0.1, 0.0, -0.1], [0.3, -1.0, -0.8], [0.2, -0.2, 1.0], [-0.4, 0.4, 0.2], [3.9, 0.5, -0.9], [0.3, -0.4, 0.0], [0.6, -0.1, 0.0], [0.2, 0.2, 0.2], [-2.2, -1.4, 1.4]], "lowdin_spin": [0.02, 0.00, -0.01, 0.04, 0.00, 0.00, 0.05, 0.00, 0.00, -0.03, 0.02, 0.00, 0.00, 0.01, 0.06, 0.00, 0.00, 0.72, 0.00, 0.00, 0.00, 0.00, 0.00, 0.00, 0.01, 0.02, 0.00, 0.00, 0.00, 0.02, 0.00, 0.00, 0.05, 0.00, 0.01, 0.00, 0.00, 0.00, 0.00, 0.02, 0.00, 0.00, 0.00, 0.00, 0.00, -0.01, 0.00, 1.59, 0.00, 0.01, 0.00, 0.00, -0.08, 0.00, 0.02, -0.10, 0.08, 0.00, 0.00, 0.00, 0.08, 0.02, 0.00, 0.00, 0.14, 0.00, 0.00, 0.00, 0.00, 0.00, 0.00, 0.00, 0.01, 0.01, 0.00, 0.01, 0.15, 0.00, 0.04, 0.00, -0.01, 0.00, 0.02]}



{"formula": "C3HGaLiO4", "method": "ωB97M-V/def2-TZVPD", "lumo_ev": [-23.8, -23.7], "spin_multiplicity": 2, "charge": 4, "e_homo_ev": [-29.31, -29.28], "orbital_gap_ev": [5.48, 5.57], "e_tot_ha": -2346.008634, "species": ["H", "O", "O", "Ga", "Li", "C", "O", "C", "C", "O"], "coordinates": [[3.010633, 0.797327, 0.118976], [2.507597, -1.512218, -0.011171], [-2.912415, -0.118931, 0.060979], [0.528446, 2.018132, 0.032536], [-5.110084, -0.593249, -0.081760], [1.744521, -0.619335, -0.107731], [2.050656, 0.688555, -0.036859], [-0.437037, 0.220571, 0.011802], [-1.773183, -0.059544, 0.042156], [0.390870, -0.821311, -0.028926]], "atomic_forces_ev_per_a": [[1.2, 0.3, 0.0], [-1.3, 1.6, -0.7], [3.0, -0.1, 0.0], [0.9, -1.0, 0.0], [-1.4, -0.3, 0.0], [2.5, -4.4, 1.3], [-0.4, 2.9, -0.2], [1.4, -0.7, -0.2], [-4.1, 0.2, 0.1], [-1.6, 1.6, -0.3]], "lowdin_spin": [0.00, 0.10, 0.15, 0.01, 0.00, -0.01, -0.02, 0.36, 0.14, 0.26]}



{"formula": "C4H11N3O2", "method": "ωB97M-V/def2-TZVPD", "lumo_ev": 0.6, "charge": 0, "e_homo_ev": -8.53, "orbital_gap_ev": 9.10, "e_tot_ha": -473.695960, "species": ["C", "H", "N", "H", "H", "C", "H", "N", "O", "H", "H", "H", "C", "O", "H", "H", "H", "N", "H", "C"], "coordinates": [[1.745686, -0.506370, 0.339100], [1.481276, -2.601183, 0.614341], [0.695986, -0.353008, 1.267514], [-4.362988, 0.681891, 0.386152], [3.873793, -2.970432, 0.086482], [-3.444887, 1.255930, 0.456439], [-3.989851, 2.289021, 0.551996], [2.018037, 0.273433, -0.678546], [-1.721428, 0.851169, -1.483050], [-2.900896, 1.267563, 1.363588], [1.830457, 1.306259, -0.597990], [4.234277, -1.142530, 0.242519], [-2.664833, 1.345609, -0.836062], [-3.374955, 2.367035, -1.505818], [-3.266618, 2.366449, -2.518231], [0.407902, -1.116946, 1.838435], [3.599672, -1.902710, -1.130121], [2.282600, -1.810225, 0.512044], [-0.044326, 0.391905, 1.172228], [3.601095, -1.992860, -0.081019]], "atomic_forces_ev_per_a": [[-2.3, -0.2, -1.1], [3.1, 2.5, -0.7], [-0.7, 2.3, -0.5], [0.5, -1.0, 0.0], [1.4, -2.0, 1.0], [-1.2, 2.9, -0.1], [1.3, -1.5, -0.4], [1.0, -0.1, 2.1], [-2.6, 0.4, 3.5], [0.7, -1.1, 0.8], [-0.4, -1.7, 0.2], [0.0, -1.0, 0.3], [0.9, 1.1, -4.5], [-0.1, -0.4, -1.6], [0.5, -0.3, 2.3], [0.3, -0.3, 0.3], [-0.3, 0.3, -1.6], [-2.4, -0.1, 0.1], [1.6, -1.3, -0.3], [-1.3, 1.8, 0.0]], "mulliken_charge": [0.43, 0.28, -0.43, 0.29, 0.36, -0.93, 0.29, -0.65, -0.56, 0.31, 0.20, 0.24, 0.75, -0.49, 0.33, 0.21, 0.33, -0.31, 0.17, -0.83]}



{"formula": "C3H11NS", "method": "ωB97M-V/def2-TZVPD", "lumo_ev": 0.7, "charge": 0, "e_homo_ev": -7.36, "orbital_gap_ev": 8.04, "e_tot_ha": -573.785537, "species": ["H", "C", "H", "H", "H", "H", "H", "H", "C", "H", "H", "N", "H", "H", "S", "C"], "coordinates": [[-0.713821, -2.279256, -1.250657], [-1.974881, -0.712217, 0.662961], [0.332243, -1.913799, 0.191091], [2.730011, 0.866516, 0.202696], [-2.539173, 0.198290, 0.924431], [-1.459589, -0.962513, 1.607431], [-0.148265, 0.676197, 0.097356], [-1.479521, -0.023813, -1.173570], [-0.108654, -1.493319, -0.719442], [2.833618, 2.452057, 0.916866], [0.742487, -1.200132, -1.350840], [-0.925724, -0.331852, -0.366916], [2.482411, 2.365478, -0.802615], [-2.665679, -1.510278, 0.335828], [0.581364, 2.002026, 0.573557], [2.313169, 1.866613, 0.151821]], "atomic_forces_ev_per_a": [[0.6, 0.6, 0.5], [0.7, 0.9, 0.3], [-0.3, 0.0, -0.1], [-0.1, -0.2, -0.3], [0.1, -0.3, -0.4], [-0.1, -0.3, -0.6], [0.6, 1.0, 0.1], [0.7, 0.1, 0.1], [0.1, -0.7, -0.6], [0.1, -0.1, -0.2], [-0.4, 0.1, 0.0], [-2.0, -1.4, 0.4], [0.3, -0.4, -0.1], [0.5, 0.3, 0.1], [-1.1, -0.5, 0.3], [0.5, 0.7, 0.3]], "mulliken_charge": [0.33, -0.91, 0.34, 0.26, 0.32, 0.35, 0.18, 0.28, -0.88, 0.25, 0.31, -0.26, 0.23, 0.34, -0.42, -0.73]}



Taking the records one at a time from the top gives energy above the lowest of the compared OMol25 structures with the same formula, charge and spin values of 47.6, 32.9, 0.0, 67.0, 28.9 kcal/mol.